# 1
{
  "formula": "C46H114N4O18",
  "method": "wB97M-V/def2-TZVPD",
  "mol_weight_g_mol": 1011.43,
  "homo_lumo_gap_ha": 0.287,
  "charge": 0,
  "multiplicity": 1,
  "e_tot_ev": -92358.753,
  "elements": ["O", "H", "H", "O", "H", "H", "O", "H", "H", "O", "H", "H", "C", "C", "C", "C", "C", "C", "N", "O", "C", "C", "C", "H", "H", "H", "H", "H", "H", "H", "H", "H", "H", "H", "H", "H", "H", "H", "H", "H", "H", "H", "C", "C", "C", "C", "C", "C", "N", "O", "C", "C", "C", "H", "H", "H", "H", "H", "H", "H", "H", "H", "H", "H", "H", "H", "H", "H", "H", "H", "H", "H", "C", "C", "C", "C", "C", "C", "N", "O", "C", "C", "C", "H", "H", "H", "H", "H", "H", "H", "H", "H", "H", "H", "H", "H", "H", "H", "H", "H", "H", "H", "C", "C", "C", "C", "C", "C", "N", "O", "C", "C", "C", "H", "H", "H", "H", "H", "H", "H", "H", "H", "H", "H", "H", "H", "H", "H", "H", "H", "H", "H", "C", "C", "O", "O", "H", "H", "H", "H", "H", "H", "C", "C", "O", "O", "H", "H", "H", "H", "H", "H", "C", "C", "O", "O", "H", "H", "H", "H", "H", "H", "C", "C", "O", "O", "H", "H", "H", "H", "H", "H", "C", "C", "O", "O", "H", "H", "H", "H", "H", "H"],
  "xyz": [[-5.17767, 0.03166, -2.04834], [-5.16849, -0.93885, -1.93310], [-5.38514, 0.16602, -2.97866], [-5.18236, -2.75323, -1.71264], [-5.80441, -3.45526, -1.49296], [-4.51122, -3.17585, -2.26181], [-0.44415, 0.54967, -4.37067], [0.46356, 0.20804, -4.43104], [-0.97925, -0.23018, -4.19448], [-5.22779, 4.92403, -3.13262], [-5.72169, 4.25195, -2.64938], [-4.35471, 4.54116, -3.27523], [-1.75340, 2.84341, 0.47779], [-1.23968, 1.69133, -0.36060], [0.28448, 1.80426, -0.50765], [0.92544, 0.47063, -0.83851], [0.61834, -0.52625, 0.26222], [-0.88506, -0.81749, 0.36906], [-1.58440, 0.48370, 0.47553], [-2.98297, 0.23053, 0.46110], [-1.32479, -1.71848, -0.78840], [-1.04406, -1.54026, 1.70321], [-1.91647, 1.65507, -1.73315], [-1.44943, 2.84095, 1.51974], [-2.84155, 2.93162, 0.40467], [-1.47121, 3.79579, 0.00708], [0.41747, 2.52574, -1.31250], [0.79884, 2.07782, 0.41700], [2.00765, 0.57564, -0.92595], [0.62146, 0.12370, -1.83251], [1.10889, -0.17995, 1.17531], [1.05621, -1.50658, 0.03664], [-2.40640, -1.84469, -0.77040], [-0.93695, -1.31270, -1.71976], [-0.92876, -2.72026, -0.60503], [-0.30491, -2.34847, 1.78451], [-0.94366, -0.89404, 2.57677], [-1.98834, -2.07766, 1.86668], [-1.16747, 1.63868, -2.53492], [-2.45634, 2.56558, -2.01223], [-2.59311, 0.81453, -1.86493], [-3.24583, 0.06848, -0.46123], [5.22158, -0.52331, -6.61589], [5.10875, -0.89323, -5.13849], [6.37404, -1.67705, -4.79709], [6.73537, -1.76032, -3.31957], [6.77611, -0.32248, -2.81077], [5.43389, 0.39669, -2.92417], [5.00707, 0.30351, -4.33373], [3.74344, 0.93418, -4.54912], [4.43036, -0.22311, -1.92972], [5.70052, 1.87128, -2.63595], [3.87170, -1.79378, -4.96622], [6.18137, -0.02829, -6.75643], [4.44589, 0.20629, -6.86014], [5.06077, -1.38859, -7.25406], [6.21687, -2.70536, -5.14438], [7.25161, -1.36438, -5.37028], [7.74866, -2.15638, -3.20552], [6.09938, -2.46615, -2.77667], [7.46104, 0.12896, -3.53790], [7.14782, -0.16083, -1.79957], [4.69213, -1.28092, -1.84298], [4.60195, 0.20278, -0.93903], [3.39841, -0.15572, -2.25413], [6.36475, 1.99369, -1.77710], [6.10120, 2.45018, -3.46883], [4.78480, 2.39900, -2.33399], [3.94730, -2.77578, -5.43059], [3.01883, -1.33407, -5.47768], [3.63527, -1.83803, -3.90625], [3.98408, 1.86098, -4.68404], [2.46123, -3.35263, -1.89748], [2.17636, -4.78594, -1.41849], [1.16877, -5.36731, -2.41651], [0.87034, -6.84230, -2.26849], [2.20365, -7.56702, -2.45066], [3.37877, -7.03723, -1.58116], [3.38558, -5.58470, -1.59060], [4.50887, -5.10808, -0.88351], [3.07705, -7.62426, -0.18256], [4.61832, -7.67178, -2.16195], [1.59764, -4.78501, 0.00684], [1.64526, -3.00483, -2.54234], [3.28248, -3.33299, -2.61309], [2.63824, -2.60583, -1.12404], [0.27735, -4.72155, -2.43504], [1.50645, -5.15137, -3.44101], [0.21578, -7.16537, -3.08236], [0.32191, -7.04667, -1.34675], [2.48816, -7.45298, -3.50215], [2.06738, -8.62509, -2.22489], [3.26795, -6.94765, 0.66234], [2.04039, -7.90309, 0.03395], [3.66940, -8.51541, 0.04651], [4.36546, -8.70458, -2.41822], [4.88623, -7.21538, -3.11432], [5.43701, -7.71929, -1.44797], [1.09110, -5.72040, 0.21526], [0.92946, -3.93632, 0.17943], [2.39691, -4.56204, 0.72521], [4.23571, -5.02497, 0.04765], [-1.79051, -2.50568, 7.67857], [-1.48399, -2.15144, 6.20493], [-2.26153, -0.90096, 5.79723], [-1.67298, 0.42671, 6.30476], [-0.20813, 0.45829, 5.90880], [0.60375, -0.71142, 6.48503], [-0.05776, -1.91734, 6.06037], [0.70377, -3.07503, 6.28760], [1.97096, -0.60258, 5.81277], [0.78625, -0.57807, 7.99005], [-1.90189, -3.30267, 5.27569], [-0.91560, -2.84319, 8.22462], [-2.58818, -3.24752, 7.83677], [-2.27595, -1.67594, 8.21202], [-2.31720, -0.79624, 4.70809], [-3.26510, -1.02706, 6.21096], [-1.77702, 0.45533, 7.39249], [-2.27787, 1.21163, 5.85196], [0.30945, 1.36081, 6.23593], [-0.18656, 0.35415, 4.81893], [1.88942, -0.90436, 4.76901], [2.36203, 0.39173, 6.03338], [2.74933, -1.23927, 6.25149], [1.27802, 0.36806, 8.26085], [-0.16078, -0.46172, 8.51564], [1.44536, -1.35921, 8.36315], [-2.99047, -3.27330, 5.17196], [-1.76928, -4.27391, 5.75059], [-1.34179, -3.11826, 4.36150], [1.07033, -3.27147, 5.41945], [-0.14194, 5.25902, 5.30871], [-0.99668, 4.09970, 4.86767], [-2.38934, 4.46171, 4.86547], [-0.44300, 6.45368, 4.61084], [0.89773, 4.94618, 5.18105], [-0.24325, 5.42605, 6.39367], [-0.90129, 3.23332, 5.52842], [-0.73227, 3.86353, 3.82748], [-2.84227, 3.73065, 4.42336], [-1.40666, 6.52511, 4.61415], [-3.56764, 6.51946, 0.93214], [-3.90482, 5.61756, 2.11362], [-5.26621, 5.29822, 2.03980], [-3.48678, 5.57567, -0.15504], [-2.57826, 6.92037, 1.15253], [-4.30106, 7.30718, 0.76101], [-3.69673, 6.08624, 3.08217], [-3.26641, 4.74331, 1.98394], [-5.46494, 4.61232, 2.69623], [-4.40598, 5.28471, -0.22961], [-3.65396, 2.98567, -6.52811], [-3.07328, 2.57262, -5.20774], [-1.68562, 2.99994, -5.22011], [-3.32389, 2.17329, -7.62843], [-3.42062, 4.03724, -6.72595], [-4.74772, 2.98349, -6.42780], [-3.07002, 1.48590, -5.07690], [-3.53324, 3.04158, -4.33813], [-1.08132, 2.27028, -5.02855], [-2.37311, 2.00955, -7.57020], [-0.93097, 7.03626, -2.23533], [-1.85347, 5.95930, -2.81602], [-1.80903, 5.83198, -4.22849], [-0.63100, 8.13008, -3.10693], [0.02631, 6.60648, -1.91948], [-1.39485, 7.41356, -1.31252], [-2.85434, 6.30610, -2.54232], [-1.61793, 5.00303, -2.34330], [-1.66249, 4.91130, -4.48544], [-1.42830, 8.32659, -3.61308], [-4.81558, 1.26518, 2.96572], [-5.85855, 1.78760, 3.91198], [-5.89101, 3.20501, 3.95104], [-3.54816, 1.92008, 3.15657], [-5.21157, 1.41878, 1.95547], [-4.70721, 0.18181, 3.08533], [-5.79129, 1.37076, 4.92688], [-6.82477, 1.39600, 3.55560], [-6.61036, 3.51904, 4.50370], [-3.04577, 1.50994, 2.42852]]
}

# 2
{
  "formula": "C46H116N8O15",
  "method": "wB97M-V/def2-TZVPD",
  "mol_weight_g_mol": 1021.48,
  "homo_lumo_gap_ha": 0.324,
  "charge": 0,
  "multiplicity": 1,
  "smiles": "COC[C@H](C)N.COCCNCCOC.COCCNCCOC.COCCNCCOC.COCCNCCOC.COCCNCCOC.COCCNCCOC.COCCNCCOC",
  "e_tot_ev": -92201.198,
  "elements": ["C", "O", "C", "C", "C", "N", "H", "H", "H", "H", "H", "H", "H", "H", "H", "H", "H", "C", "O", "C", "C", "N", "C", "C", "O", "C", "H", "H", "H", "H", "H", "H", "H", "H", "H", "H", "H", "H", "H", "H", "H", "C", "O", "C", "C", "N", "C", "C", "O", "C", "H", "H", "H", "H", "H", "H", "H", "H", "H", "H", "H", "H", "H", "H", "H", "C", "O", "C", "C", "N", "C", "C", "O", "C", "H", "H", "H", "H", "H", "H", "H", "H", "H", "H", "H", "H", "H", "H", "H", "C", "O", "C", "C", "N", "C", "C", "O", "C", "H", "H", "H", "H", "H", "H", "H", "H", "H", "H", "H", "H", "H", "H", "H", "C", "O", "C", "C", "N", "C", "C", "O", "C", "H", "H", "H", "H", "H", "H", "H", "H", "H", "H", "H", "H", "H", "H", "H", "C", "O", "C", "C", "N", "C", "C", "O", "C", "H", "H", "H", "H", "H", "H", "H", "H", "H", "H", "H", "H", "H", "H", "H", "C", "O", "C", "C", "N", "C", "C", "O", "C", "H", "H", "H", "H", "H", "H", "H", "H", "H", "H", "H", "H", "H", "H", "H"],
  "xyz": [[3.09667, 0.39059, 3.62206], [2.28852, 0.37705, 2.41653], [2.80701, -0.38869, 1.34643], [1.75006, -0.32487, 0.19029], [0.42994, -0.87832, 0.59932], [2.32975, -1.13521, -0.96112], [3.20523, -0.65266, 3.91864], [2.69371, 1.02897, 4.40831], [4.13462, 0.69373, 3.48467], [3.73921, 0.03029, 0.96753], [2.93918, -1.40949, 1.70502], [1.67085, 0.71367, -0.13104], [-0.05826, -0.18621, 1.28541], [0.50071, -1.88420, 1.01321], [-0.27006, -0.99640, -0.22782], [2.62238, -1.95422, -0.44759], [1.51423, -1.40057, -1.49460], [-5.87607, 6.01242, -13.47728], [-4.74908, 5.30956, -12.76967], [-3.50285, 5.97766, -12.93903], [-2.40069, 5.12221, -12.28160], [-2.43042, 3.83756, -12.98295], [-1.47331, 2.73343, -12.52835], [-1.39177, 2.54698, -10.96808], [-0.59319, 3.51565, -10.24724], [-0.22673, 3.12588, -8.96107], [-5.71979, 6.16349, -14.54539], [-5.93836, 7.02112, -13.06894], [-6.79672, 5.47229, -13.25643], [-3.50343, 6.98350, -12.51904], [-3.31992, 6.14012, -14.00122], [-2.63543, 4.98740, -11.22575], [-1.44900, 5.65146, -12.32947], [-3.39724, 3.62983, -12.77750], [-0.48264, 3.02380, -12.87811], [-1.83834, 1.79826, -12.95299], [-1.13282, 1.50602, -10.77460], [-2.39667, 2.52366, -10.54648], [0.07264, 4.06228, -8.49028], [0.64512, 2.47236, -8.99082], [-1.02687, 2.62337, -8.41761], [-1.36408, -3.68511, 8.06486], [-1.98218, -4.27936, 9.19027], [-2.98724, -5.26782, 8.76632], [-3.83061, -5.64152, 10.02199], [-3.01262, -5.91256, 11.19814], [-1.99211, -6.92710, 10.97103], [-1.05431, -7.03285, 12.19368], [-0.29603, -5.86692, 12.37504], [0.59362, -5.84097, 13.44836], [-0.80564, -2.83981, 8.46703], [-2.13059, -3.15906, 7.49582], [-0.75052, -4.33920, 7.44534], [-2.65720, -6.16763, 8.24716], [-3.64188, -4.83664, 8.00895], [-4.39361, -6.55574, 9.83401], [-4.51477, -4.82340, 10.24719], [-2.40033, -5.10990, 11.16776], [-1.27179, -6.63303, 10.20765], [-2.40198, -7.84865, 10.55770], [-0.33789, -7.83503, 12.01660], [-1.66260, -7.23921, 13.07430], [1.39667, -6.47617, 13.07452], [0.25852, -6.14733, 14.43930], [1.05772, -4.87323, 13.63860], [5.08497, -5.08866, -1.17853], [5.70284, -3.88576, -1.62806], [7.03545, -4.09762, -2.17617], [7.89837, -2.77618, -2.10169], [7.37149, -1.70724, -3.02980], [8.22919, -0.52506, -3.17095], [7.41464, 0.61721, -3.77841], [8.24177, 1.77645, -3.97718], [7.59262, 2.90704, -4.61052], [5.66043, -5.45250, -0.32733], [5.13010, -5.92472, -1.87642], [4.06116, -4.79121, -0.95168], [6.91699, -4.33429, -3.23356], [7.58117, -4.85619, -1.61504], [8.90757, -3.08806, -2.37072], [8.05449, -2.36964, -1.10246], [6.40963, -1.50541, -2.79699], [9.15157, -0.70768, -3.72228], [8.70048, -0.23551, -2.23172], [6.51262, 0.78203, -3.18909], [7.10880, 0.22919, -4.75001], [7.56387, 2.89019, -5.70001], [8.22091, 3.78722, -4.47410], [6.56841, 3.02431, -4.25649], [3.77158, -6.79398, 7.30422], [4.39639, -5.70395, 7.93702], [5.41633, -6.07471, 8.81495], [6.23471, -4.71459, 9.04990], [6.99703, -4.46697, 7.83712], [7.61626, -3.18194, 7.82223], [8.82516, -2.93466, 8.79233], [9.21831, -1.56875, 8.63004], [10.41840, -1.31402, 9.33759], [4.50466, -7.45217, 6.83786], [3.11991, -6.37773, 6.53600], [3.26539, -7.46191, 8.00118], [6.04899, -6.81767, 8.32930], [5.11746, -6.55007, 9.74919], [6.95946, -4.85370, 9.85207], [5.47401, -3.95882, 9.24543], [6.25747, -4.49852, 7.14998], [6.80868, -2.47517, 8.01293], [7.99898, -3.18783, 6.80165], [9.60450, -3.67837, 8.62617], [8.54408, -3.05736, 9.83829], [10.70718, -0.30401, 9.04675], [11.24776, -1.96060, 9.05092], [10.33054, -1.49068, 10.40958], [-7.27669, 1.79041, -0.36083], [-6.73361, 2.32426, -1.61669], [-6.18984, 3.65439, -1.41511], [-5.66666, 4.16667, -2.72351], [-6.69068, 4.47089, -3.72687], [-6.08107, 4.68800, -5.03773], [-7.19110, 4.89138, -6.12436], [-8.04589, 5.98587, -5.75588], [-9.23591, 6.05147, -6.62492], [-7.56933, 0.75922, -0.55860], [-8.18808, 2.36719, -0.20330], [-6.56076, 1.81959, 0.46056], [-5.33376, 3.59699, -0.74286], [-6.86926, 4.39285, -0.98949], [-4.85891, 3.53698, -3.09652], [-5.08818, 5.05789, -2.48026], [-7.45392, 3.81349, -3.80016], [-5.43747, 3.85460, -5.31938], [-5.45683, 5.57998, -4.98476], [-7.56141, 3.87320, -6.24378], [-6.66610, 5.18371, -7.03376], [-9.61168, 7.06566, -6.76018], [-9.97238, 5.34298, -6.24577], [-8.99468, 5.70215, -7.62886], [-0.05166, 7.33586, 1.74091], [-0.77459, 7.50296, 2.96044], [-0.64027, 6.45801, 3.90735], [-1.07329, 6.76871, 5.29571], [-2.55425, 6.84507, 5.40972], [-2.94373, 6.70639, 6.83436], [-4.39931, 7.27190, 6.98504], [-4.37258, 8.63420, 6.50748], [-5.53629, 9.39915, 6.63220], [1.00412, 7.56685, 1.88262], [-0.40672, 8.08724, 1.03560], [-0.21901, 6.30352, 1.43371], [0.42957, 6.25399, 3.86366], [-1.08969, 5.54032, 3.52793], [-0.57600, 7.68750, 5.60654], [-0.75077, 5.92369, 5.90399], [-2.98895, 7.70414, 5.10453], [-2.33039, 7.30901, 7.50426], [-2.93739, 5.65880, 7.13537], [-4.67005, 7.31586, 8.03997], [-5.16273, 6.72012, 6.43655], [-5.41987, 10.45770, 6.39976], [-5.97315, 9.16767, 7.60363], [-6.31625, 9.15850, 5.90980], [1.44529, -4.69867, -9.50311], [0.46151, -5.03848, -8.52835], [0.61905, -4.59348, -7.23703], [-0.69765, -4.88224, -6.49292], [-1.61848, -3.75972, -6.58937], [-2.80726, -4.12808, -5.86867], [-3.97147, -3.16424, -6.18781], [-5.30095, -3.78545, -6.06385], [-5.78751, -3.75592, -4.76393], [1.75552, -3.65752, -9.41444], [1.08446, -4.95355, -10.49956], [2.29318, -5.37923, -9.42541], [0.91013, -3.54319, -7.22067], [1.34267, -5.19831, -6.69054], [-0.40295, -5.08894, -5.46408], [-1.19364, -5.80946, -6.77993], [-1.85257, -3.62359, -7.56239], [-2.62365, -4.13903, -4.79430], [-3.24850, -5.09960, -6.09130], [-3.83077, -2.81013, -7.20904], [-3.90801, -2.18527, -5.71272], [-6.75464, -4.25571, -4.70937], [-5.98096, -2.72190, -4.47851], [-5.09684, -4.19052, -4.04129]]
}